The following is a quantum chemistry calculation of a structure of composition C9H22CaNO5 at a distorted geometry, from the Open Molecules 2025 dataset.

Geometry as XYZ:
```
38
Properties=species:S:1:pos:R:3:forces:R:3:mulliken_charge:R:1
Ca -1.224 -0.353 -0.498 1.38 1.31 0.40 1.586
C -3.587 3.230 4.162 -0.87 -0.42 1.09 -0.862
C -3.027 2.324 3.100 0.98 -1.96 -3.12 0.680
O -3.752 1.761 2.198 -1.45 0.80 0.88 -0.746
O -1.804 2.103 2.992 1.66 0.65 1.31 -0.710
H -4.272 2.668 4.797 -0.71 -0.30 -0.57 0.272
H -4.145 4.057 3.724 0.15 -0.02 0.08 0.238
H -2.941 3.533 4.986 0.88 0.42 -0.86 0.304
C -0.661 -3.432 3.576 -1.14 -1.09 0.04 -0.487
O -1.364 -3.435 2.319 0.60 1.15 -0.99 -0.504
H -0.501 -4.492 3.773 0.48 0.14 0.58 0.260
H 0.286 -2.892 3.544 -0.25 -0.01 -0.46 0.199
H -1.304 -3.012 4.350 0.20 0.10 0.10 0.260
H -2.205 -3.894 2.369 0.12 -0.06 0.50 0.294
C -1.145 2.904 -1.857 -0.66 0.98 -0.18 -0.813
O -0.161 1.898 -1.941 -1.03 -0.55 0.72 -0.192
C 1.121 2.392 -2.272 0.80 -1.50 -0.39 -0.817
C 2.008 1.151 -2.312 -0.28 -0.50 -1.02 -0.695
N 1.875 0.505 -0.970 -0.26 -0.52 -1.40 -0.021
C 2.617 -0.776 -0.789 1.25 1.04 1.51 -0.872
C 2.468 -1.781 -1.850 -0.75 0.03 -1.94 -0.663
O 1.076 -2.114 -1.915 -1.22 -1.13 0.90 -0.169
C 0.882 -3.467 -2.371 0.84 -0.19 -0.70 -0.838
H -2.150 2.493 -1.764 0.07 -0.49 0.55 0.303
H -1.264 3.468 -2.782 0.57 0.17 -0.20 0.312
H -0.927 3.583 -1.033 -0.19 0.01 0.03 0.357
H 1.670 2.975 -1.532 -1.01 0.82 0.50 0.377
H 1.012 2.949 -3.203 0.47 -0.05 -0.08 0.436
H 2.999 1.448 -2.657 0.57 0.21 0.83 0.370
H 1.773 0.470 -3.130 -0.81 -0.21 0.26 0.368
H 2.202 1.256 -0.379 0.19 -0.50 0.94 0.240
H 2.337 -1.266 0.144 -0.61 0.19 0.16 0.269
H 3.672 -0.603 -0.577 0.35 0.21 -0.52 0.432
H 3.114 -2.656 -1.790 -0.17 -0.12 0.89 0.536
H 2.702 -1.432 -2.856 0.28 0.52 -0.06 0.349
H -0.132 -3.861 -2.305 -0.17 0.74 0.00 0.275
H 1.500 -4.202 -1.855 0.15 0.28 0.54 0.333
H 1.250 -3.499 -3.397 -0.39 -0.15 -0.29 0.339
```
Forces are in eV/Å.

## Properties
- energy (hartree) = -1464.30080
- net charge = +1
- gap between HOMO and LUMO (eV) = 3.481
- ΔE to the lowest compared entry with this formula, charge and spin (kJ/mol) = 758.1
- LUMO level (eV) = -5.6
- strongest force on any atom (eV Å⁻¹) = 3.81


The following is a quantum chemistry calculation of a structure of composition C9H22F3HgN2O13S3 at a distorted geometry, from the Open Molecules 2025 dataset.

Geometry as XYZ:
```
53
Properties=species:S:1:pos:R:3:forces:R:3:mulliken_charge:R:1
Hg -0.150 -0.347 -0.999 -1.72 0.99 -1.51 3.156
S 0.418 -2.148 -3.237 -1.93 0.76 -2.57 1.132
O -0.640 -1.112 -3.290 -0.12 -0.51 -0.67 -0.633
O 1.503 -1.876 -4.186 0.50 -0.28 0.19 -0.745
O 0.890 -1.999 -1.841 2.46 -1.26 2.71 -0.843
O -0.134 -3.499 -3.404 0.09 -0.75 0.03 -0.780
S -2.988 1.772 -1.903 -1.02 3.02 -2.07 1.006
O -4.325 1.356 -1.456 -0.98 -0.81 0.51 -0.836
O -2.022 0.744 -1.482 0.81 -1.18 1.33 -0.945
O -2.918 1.971 -3.359 -0.27 -1.01 -0.26 -0.771
O -2.698 3.115 -1.344 0.61 -0.04 1.65 -0.840
C 2.545 2.628 -3.803 -1.74 1.01 1.20 0.405
F 3.167 2.969 -2.638 0.54 -0.58 0.23 -0.283
F 2.696 3.764 -4.530 0.46 -0.54 -0.95 -0.255
F 3.168 1.586 -4.347 0.28 0.57 -0.06 -0.220
S 0.687 2.362 -3.499 -1.31 -1.74 -0.06 1.154
O 0.699 1.400 -2.362 1.06 2.03 -1.40 -1.092
O 0.133 3.661 -3.231 1.02 0.32 0.61 -0.651
O 0.280 1.823 -4.771 0.68 -0.09 0.10 -0.710
C 1.275 2.067 2.682 -0.48 0.37 0.86 -1.387
C 1.144 1.540 1.275 0.37 -1.02 -1.32 0.636
C 2.334 0.573 0.947 -0.65 0.57 -0.01 -1.157
O 2.140 0.005 -0.318 0.38 -0.16 0.83 0.041
C 3.217 -0.058 -1.223 0.65 0.75 -0.24 -0.799
N -0.175 0.879 0.982 1.16 1.19 2.47 -0.243
H 1.028 1.352 3.475 0.43 -0.62 -0.32 0.059
H 0.542 2.836 2.944 0.13 0.38 -0.59 0.386
H 2.276 2.463 2.870 0.01 0.04 0.02 0.444
H 1.162 2.331 0.521 0.33 0.20 0.17 0.417
H 2.389 -0.195 1.732 -0.14 -0.32 -0.02 0.192
H 3.276 1.126 1.034 0.03 0.19 -0.29 0.468
H 4.056 -0.636 -0.818 -0.06 -0.18 0.11 0.273
H 3.562 0.959 -1.441 0.07 -0.02 0.10 0.363
H 2.902 -0.480 -2.177 -0.42 -0.24 0.27 0.030
H -0.786 1.664 1.217 -0.81 -0.24 -1.12 0.261
H -0.328 0.280 1.793 -0.09 -0.43 -0.22 0.050
C -3.305 -2.800 1.013 0.73 -0.06 -0.69 -1.877
C -2.109 -1.896 1.353 -1.01 -0.57 0.49 0.820
C -1.803 -2.056 2.868 0.17 0.66 -1.12 -1.132
O -0.861 -1.073 3.295 0.03 -0.31 0.54 -0.184
C -0.691 -1.110 4.699 -0.15 0.10 -0.31 -0.959
N -1.018 -2.154 0.405 0.90 -1.48 2.20 -0.484
H -4.135 -2.707 1.711 -0.21 0.20 -0.31 0.425
H -3.006 -3.853 0.950 0.23 -0.07 0.56 0.430
H -3.530 -2.605 -0.038 -0.68 0.44 0.21 0.457
H -2.401 -0.847 1.252 -0.17 0.01 -0.29 0.087
H -1.398 -3.043 3.118 -0.19 -0.20 0.01 0.371
H -2.746 -1.848 3.383 -0.09 -0.33 0.15 0.415
H 0.240 -0.591 4.918 0.06 -0.14 0.15 0.265
H -0.699 -2.137 5.077 0.44 -0.14 -0.08 0.340
H -1.505 -0.623 5.249 -0.16 0.28 -0.24 0.319
H -1.077 -3.043 -0.094 -0.92 0.40 -0.73 0.267
H -0.279 -2.491 1.029 0.72 0.83 -0.27 0.160
```
Forces are in eV/Å.

## Properties
- energy (hartree) = -3091.19397
- net charge = -3
- gap between HOMO and LUMO (eV) = 2.641
- ΔE to the lowest compared entry with this formula, charge and spin (kJ/mol) = 185.3
- LUMO level (eV) = 5.1
- strongest force on any atom (eV Å⁻¹) = 3.87


The following is a quantum chemistry calculation of a cluster of 3 separate species, C9H22F7NO8P4 in total at a distorted geometry, from the Open Molecules 2025 dataset.

Geometry as XYZ:
```
51
Properties=species:S:1:pos:R:3:forces:R:3:mulliken_charge:R:1
N 9.483 0.387 -1.611 -1.08 0.19 -0.73 -0.708
P 7.964 0.299 -2.125 3.09 0.31 -0.76 0.316
P 6.649 1.060 -0.569 -0.83 -0.49 1.78 -0.236
C 5.143 1.967 -1.265 0.58 2.24 -0.62 0.620
F 5.640 3.031 -2.093 -1.26 -1.43 1.16 -0.261
F 4.401 2.599 -0.238 1.29 -1.47 -1.81 -0.235
C 4.175 1.094 -2.186 -1.55 1.32 -0.42 0.519
F 4.529 1.250 -3.524 -0.37 -0.71 2.36 -0.244
F 2.860 1.612 -2.066 2.44 -0.95 -0.07 -0.248
C 4.077 -0.451 -1.816 -1.81 -1.42 -1.32 0.450
F 5.074 -1.152 -2.487 -1.49 1.22 1.95 -0.210
F 2.860 -0.912 -2.362 2.42 0.77 1.11 -0.263
F 4.004 -0.720 -0.460 1.04 0.62 -3.08 -0.147
H 10.029 0.967 -2.266 -0.32 -0.21 0.67 0.232
H 7.677 -1.101 -2.344 -0.70 1.06 0.12 0.104
H 7.793 1.064 -3.331 -0.59 -0.71 0.34 0.100
H 7.415 2.100 0.083 -0.46 -0.30 -1.10 0.179
C -1.045 1.502 0.264 -0.16 0.38 -0.16 -0.844
O -1.403 0.570 1.286 2.37 -0.39 -2.62 -0.100
P -0.093 -0.381 1.869 -4.73 -1.44 8.90 1.014
O -1.060 -1.325 2.559 0.55 -0.05 -1.57 -0.662
O 0.346 0.830 2.889 1.21 -0.18 -0.79 -0.358
C -0.616 1.343 3.802 -0.51 0.62 -0.16 -0.661
O 1.250 -1.294 2.425 0.43 1.19 -3.44 -0.307
C 2.520 -0.878 1.922 0.43 0.04 0.22 -0.631
H -1.922 2.100 0.015 0.03 -0.10 0.06 0.266
H -0.249 2.168 0.611 -0.01 0.05 -0.05 0.351
H -0.713 0.967 -0.630 -0.08 0.19 -0.10 0.332
H -1.452 0.660 3.957 0.12 -0.12 -0.15 0.324
H -0.995 2.294 3.419 -0.08 -0.06 0.12 0.226
H -0.124 1.524 4.756 0.19 -0.08 -0.12 0.243
H 2.761 0.130 2.273 0.02 -0.02 -0.02 0.316
H 2.517 -0.899 0.836 -0.01 -0.08 0.25 0.212
H 3.284 -1.568 2.287 -0.17 -0.01 -0.01 0.341
C -6.635 1.062 -0.235 0.15 0.36 -0.06 -0.733
O -6.579 0.082 0.802 -2.01 -0.37 -2.75 -0.288
P -6.736 -1.546 0.264 4.96 -3.70 7.74 1.026
O -6.976 -2.071 1.667 -0.90 0.79 -1.52 -0.670
O -5.141 -1.603 -0.124 -1.00 -0.35 -1.25 -0.336
C -4.173 -1.343 0.889 0.39 0.77 0.23 -0.547
O -6.964 -3.091 -0.451 -1.46 2.87 -1.72 -0.274
C -6.974 -3.108 -1.878 0.13 -0.29 -0.45 -0.652
H -6.453 2.044 0.205 -0.03 -0.12 0.04 0.246
H -5.869 0.867 -0.992 0.00 0.05 -0.03 0.319
H -7.623 1.058 -0.700 0.06 0.23 -0.04 0.308
H -4.578 -1.451 1.896 -0.16 -0.06 -0.14 0.372
H -3.796 -0.326 0.760 0.05 -0.10 0.15 0.136
H -3.343 -2.037 0.765 -0.12 -0.04 -0.13 0.251
H -5.998 -2.811 -2.273 -0.04 0.00 0.00 0.277
H -7.748 -2.438 -2.261 0.00 -0.15 -0.19 0.274
H -7.192 -4.125 -2.212 -0.01 0.09 0.15 0.260
```
Forces are in eV/Å.

## Properties
- energy (hartree) = -3077.01673
- SMILES = N=[PH2]PC(F)(F)C(F)(F)C(F)(F)F.COP(=O)(OC)OC.COP(=O)(OC)OC
- gap between HOMO and LUMO (eV) = 6.572
- LUMO level (eV) = -2.7
- strongest force on any atom (eV Å⁻¹) = 10.18


The following is a quantum chemistry calculation of a structure of composition C9H22KN2OS2 at a distorted geometry, from the Open Molecules 2025 dataset.

Geometry as XYZ:
```
37
Properties=species:S:1:pos:R:3:forces:R:3:mulliken_charge:R:1
K 0.932 -0.886 0.246 0.20 0.01 0.14 0.931
C 0.370 -2.326 5.727 -0.56 -0.06 0.18 -1.192
C 0.143 -0.898 5.173 1.58 -1.70 0.62 -0.439
S 1.512 -0.279 4.219 0.01 1.95 1.29 0.318
O 1.417 -0.841 2.857 -0.26 -0.98 -1.69 -0.622
C 0.958 1.490 3.880 1.60 -0.54 1.84 -0.487
C 0.582 2.428 5.028 0.17 -1.12 0.27 -1.161
H -0.491 -2.539 6.420 0.58 -0.21 -1.12 0.344
H 1.226 -2.432 6.385 0.39 0.43 -0.05 0.348
H 0.520 -3.060 4.914 -0.53 0.23 0.50 0.316
H -0.017 -0.272 6.003 -0.12 1.20 0.92 0.418
H -0.678 -0.887 4.541 -1.79 0.10 -1.21 0.367
H 0.207 1.432 3.166 -1.45 -0.39 -1.36 0.377
H 1.877 1.782 3.398 0.27 0.52 -0.30 0.388
H 1.253 2.277 5.880 -0.24 -0.08 0.05 0.312
H -0.464 2.256 5.324 0.43 0.21 0.07 0.318
H 0.734 3.451 4.740 -0.19 0.49 -0.30 0.368
C -0.913 3.458 -4.123 2.27 0.38 -0.03 -1.152
C -0.529 2.373 -3.094 -2.74 0.08 -0.09 -0.330
N -0.906 1.011 -3.557 2.31 0.54 1.76 -0.279
C -0.047 -0.062 -3.395 -1.42 0.58 -1.39 0.323
S 1.528 0.020 -2.799 -0.25 0.01 0.40 -0.411
N -0.548 -1.202 -3.923 -2.58 1.38 0.06 -0.229
C 0.110 -2.457 -3.922 0.83 -1.28 0.94 -0.215
C -0.636 -3.458 -4.755 -1.37 -0.15 0.40 -1.387
H -0.223 4.365 -4.028 -1.11 -1.13 0.14 0.309
H -1.917 3.725 -3.903 -0.91 0.58 -0.23 0.352
H -0.799 3.146 -5.169 -0.13 -0.15 0.33 0.336
H -1.094 2.671 -2.159 0.58 -0.71 -0.72 0.194
H 0.470 2.285 -2.837 1.98 0.28 0.22 0.383
H -1.754 0.944 -4.055 -0.77 -0.45 -0.56 0.251
H -1.600 -1.174 -4.125 2.28 -0.35 0.27 0.295
H 0.266 -2.824 -2.881 -0.31 0.09 -0.41 0.195
H 1.123 -2.344 -4.286 0.20 0.21 -0.28 0.354
H -1.681 -3.601 -4.412 0.37 0.28 0.03 0.351
H -0.226 -4.449 -4.704 0.55 -0.28 -0.11 0.390
H -0.707 -3.123 -5.774 0.15 0.01 -0.57 0.366
```
Forces are in eV/Å.

## Properties
- energy (hartree) = -1936.99209
- net charge = +1
- gap between HOMO and LUMO (eV) = 8.481
- LUMO level (eV) = -3.0
- strongest force on any atom (eV Å⁻¹) = 2.96


The following is a quantum chemistry calculation of a cluster of 2 separate species, C9H22N3O in total at a distorted geometry, from the Open Molecules 2025 dataset.

Geometry as XYZ:
```
35
Properties=species:S:1:pos:R:3:forces:R:3:mulliken_charge:R:1
C 0.945 -1.198 0.508 -2.61 5.72 2.10 -0.189
C -3.170 1.025 -1.240 -1.47 -0.56 0.37 -1.098
C -1.098 -2.324 -0.406 1.60 -0.53 0.45 -1.539
C 3.089 1.853 0.710 -3.64 -1.96 0.38 -1.350
C -3.259 1.195 0.294 -1.27 -0.61 -1.06 -0.386
C -2.698 -0.034 0.986 -0.18 -0.11 1.79 -0.629
C -1.168 -0.061 0.775 -1.93 -1.48 -2.33 -1.715
C -0.532 -1.443 0.711 -0.55 1.11 -0.54 1.199
C 2.758 0.392 0.451 -0.39 1.85 1.11 0.566
N 1.744 -2.116 0.180 1.61 -5.56 -2.11 -0.475
N 2.717 0.663 -1.647 0.22 0.92 -2.59 -0.677
N 1.458 0.083 0.560 1.54 -1.61 0.94 -0.009
O 3.653 -0.535 0.659 1.35 -1.70 0.22 -0.512
H -3.836 0.166 -1.498 -0.04 0.90 -0.05 0.276
H -3.553 1.983 -1.649 0.54 -0.87 -0.51 0.329
H -2.231 0.638 -1.633 0.37 0.88 -0.03 0.296
H -1.782 -1.830 -1.001 -1.40 1.31 -1.28 0.408
H -0.250 -2.568 -1.033 -0.17 -0.50 -0.48 0.513
H -1.596 -3.224 -0.090 0.04 -0.41 0.42 0.305
H 2.224 2.368 0.139 1.68 0.06 1.56 0.380
H 3.153 1.880 1.823 -0.18 0.99 -0.81 0.321
H 3.988 2.008 0.248 2.32 1.06 -0.96 0.517
H -2.674 2.120 0.549 -1.02 -0.70 0.35 0.342
H -4.412 1.190 0.487 2.18 0.83 0.12 0.306
H -2.994 0.083 2.134 0.91 -0.71 -2.26 0.284
H -3.106 -0.984 0.592 -0.36 0.62 0.24 0.339
H -0.894 0.552 1.549 1.83 1.47 1.73 0.612
H -0.906 0.296 -0.234 -0.42 0.85 0.49 0.526
H -0.815 -1.895 1.620 0.65 -0.98 1.60 0.351
H 1.403 -3.079 0.331 1.37 0.26 0.46 0.290
H 3.035 -0.056 -2.266 0.16 -1.24 -0.25 0.267
H 3.455 1.371 -1.884 -1.55 -0.10 0.16 0.294
H 1.766 0.871 -2.066 1.61 0.42 0.68 0.254
H 0.970 0.930 0.715 -1.48 0.04 0.20 0.193
H 4.618 -0.322 0.628 -1.32 0.32 -0.15 0.411
```
Forces are in eV/Å.

## Properties
- energy (hartree) = -595.16304
- net charge = +1
- 2S+1 = 3
- gap between HOMO and LUMO (alpha / beta) (eV) = 6.232 / 7.408
- LUMO level (alpha / beta) (eV) = -2.8 / -6.3
- strongest force on any atom (eV Å⁻¹) = 6.63
- ⟨S²⟩ = 2.014


The following is a quantum chemistry calculation of a structure of composition C9H22N3O10S2 at a distorted geometry, from the Open Molecules 2025 dataset.

Geometry as XYZ:
```
46
Properties=species:S:1:pos:R:3:forces:R:3:mulliken_charge:R:1
N 2.195 -1.232 2.341 -0.11 0.10 0.16 -0.599
C 2.057 -0.153 1.366 0.24 -0.79 0.31 -0.691
S 2.454 -0.708 -0.292 0.61 1.48 -0.46 1.228
O 2.295 -2.107 -0.370 0.04 -2.57 0.54 -0.627
O 1.562 0.008 -1.131 -1.48 1.58 -1.19 -0.696
N 3.908 -0.179 -0.665 -0.26 -0.50 0.43 -0.574
S 5.126 -0.714 0.191 -1.06 1.14 0.54 1.078
N 5.390 0.432 1.370 0.16 0.36 0.42 -0.604
O 4.905 -1.897 0.938 -0.59 -1.62 0.89 -0.619
O 6.272 -0.633 -0.600 2.61 0.13 -1.93 -0.666
H 2.624 -0.887 3.189 0.08 -0.10 -0.01 0.248
H 2.776 -1.972 1.962 0.04 0.04 0.03 0.331
H 2.712 0.683 1.554 0.13 0.46 0.04 0.307
H 1.046 0.209 1.306 -0.48 0.13 -0.05 0.347
H 4.645 0.389 2.054 0.03 0.13 0.03 0.268
H 5.421 1.339 0.918 -0.08 0.08 0.16 0.264
C -0.757 -2.867 -1.776 -0.05 -0.23 0.20 -1.060
C -2.001 -2.079 -2.099 0.40 0.18 -0.15 -0.092
O -3.197 -2.667 -1.544 -0.12 0.03 -0.09 -0.365
C -3.378 -2.523 -0.243 -0.02 -0.13 0.19 0.801
O -2.647 -1.990 0.551 -0.10 0.12 -0.15 -0.551
O -4.554 -3.097 0.072 -0.01 0.00 0.03 -0.355
C -4.852 -3.090 1.467 -0.06 -0.03 -0.01 -0.591
H -0.864 -3.910 -2.082 -0.02 0.04 -0.12 0.354
H 0.102 -2.432 -2.282 0.04 0.05 0.02 0.323
H -0.546 -2.854 -0.709 0.07 0.10 0.01 0.285
H -2.181 -2.062 -3.171 -0.14 -0.06 -0.01 0.274
H -1.909 -1.046 -1.764 -0.04 -0.01 0.16 0.219
H -4.794 -2.084 1.874 0.06 0.04 0.02 0.257
H -4.168 -3.742 2.007 0.06 0.04 0.03 0.286
H -5.867 -3.467 1.560 -0.02 -0.03 -0.06 0.213
C 0.935 3.566 -1.846 -0.16 -0.18 -0.01 -0.878
C 0.073 4.543 -1.082 0.16 0.09 0.02 -0.194
O -1.274 4.061 -0.884 0.03 -0.09 -0.04 -0.393
C -1.440 3.146 0.075 -0.06 0.11 0.18 0.825
O -0.597 2.737 0.829 -0.08 0.03 -0.10 -0.547
O -2.735 2.801 0.088 0.00 -0.13 -0.03 -0.383
C -3.086 1.757 1.014 0.11 0.05 -0.11 -0.467
H 0.462 3.307 -2.793 0.03 0.05 -0.05 0.275
H 1.910 4.008 -2.051 0.01 0.05 -0.01 0.360
H 1.093 2.645 -1.293 0.04 -0.13 0.09 0.151
H -0.050 5.466 -1.647 -0.15 0.00 0.01 0.273
H 0.511 4.796 -0.117 -0.04 -0.10 0.09 0.307
H -2.743 2.003 2.015 0.09 -0.01 0.04 0.294
H -2.664 0.804 0.699 0.11 0.01 0.04 0.168
H -4.170 1.692 1.002 -0.01 0.10 -0.09 0.216
```
Forces are in eV/Å.

## Properties
- energy (hartree) = -2069.25355
- net charge = -1
- gap between HOMO and LUMO (eV) = 8.241
- LUMO level (eV) = 2.5
- strongest force on any atom (eV Å⁻¹) = 3.25